1.
69
Properties=species:S:1:pos:R:3:forces:R:3 method="wB97M-V/def2-TZVPD" max_force_ev_per_a=1.04 gap_ev="7.1 / 6.0" total_charge=+2 lumo_ev="-6.26 / -7.70" e_above_lowest_ev=1.264 multiplicity=5
C 0.311 -2.115 4.277 0.01 0.03 -0.01
H 0.222 0.006 -4.554 -0.03 0.01 0.03
H -6.357 -0.767 -0.751 0.00 0.00 0.03
H -0.653 -4.406 1.279 0.02 0.00 -0.02
C 0.512 -3.689 -0.395 -0.02 0.16 -0.14
C 2.328 3.347 -0.311 -0.13 0.01 -0.04
H 4.501 5.967 -0.160 -0.01 -0.06 -0.02
H -2.838 2.209 -1.337 0.00 -0.03 -0.04
C -4.280 -0.429 -0.383 -0.08 0.02 0.05
H 1.941 -2.511 5.614 -0.01 -0.02 -0.03
C 0.843 -2.113 1.934 0.05 -0.21 -0.08
C 1.192 -4.032 -1.558 0.00 0.00 -0.07
C -0.164 -5.975 -0.096 0.01 0.02 -0.02
N -1.252 -1.645 0.114 -0.06 -0.08 -0.04
C -1.098 1.658 -4.195 -0.01 0.04 0.00
H 3.603 -2.757 3.801 -0.05 -0.02 -0.02
C 1.821 5.681 -0.610 0.11 0.06 0.02
C 1.635 -2.399 4.582 -0.01 0.03 0.01
C -5.114 0.928 1.915 0.03 0.02 0.01
P -1.635 -0.025 0.051 0.11 -0.84 -0.61
C -0.610 -0.056 -2.576 -0.08 0.09 -0.05
C 3.245 2.311 -0.070 0.00 -0.17 0.03
H 5.267 1.774 0.307 -0.04 0.05 0.01
Os 0.499 0.881 0.275 0.11 0.81 0.34
H -5.444 1.457 2.799 0.01 -0.02 -0.02
H -7.098 0.443 1.273 0.03 -0.01 -0.01
C -1.479 0.561 -1.663 -0.09 0.14 -0.01
C 0.513 5.340 -0.795 -0.09 0.01 -0.02
P 0.441 -1.971 0.169 -0.11 0.34 0.58
C 5.025 3.916 0.099 -0.01 -0.03 0.01
H -0.419 -2.018 5.071 0.02 0.02 -0.01
H -0.885 3.691 -0.843 -0.02 0.01 0.03
H 2.137 6.717 -0.654 -0.01 -0.03 0.00
N 1.014 3.024 -0.483 -0.12 -0.07 -0.06
H 2.884 0.515 -0.965 0.07 -0.06 -0.02
C -2.149 1.740 -2.033 0.04 -0.07 -0.01
C 0.147 3.988 -0.714 0.09 -0.03 -0.01
C 4.563 2.581 0.130 0.20 0.01 0.03
H -1.953 -2.372 0.027 0.02 -0.03 0.05
C 4.155 4.940 -0.139 -0.01 0.05 -0.01
H 2.900 -2.530 1.441 -0.01 -0.03 0.05
C 1.188 -5.351 -1.993 0.03 0.00 -0.03
C 2.174 -2.395 2.240 0.02 0.00 0.07
C -1.965 2.275 -3.295 0.04 0.01 0.01
C 0.503 -6.316 -1.270 -0.03 0.03 0.03
H -0.956 2.081 -5.181 -0.03 -0.03 0.04
N 2.711 0.954 -0.062 -0.01 -0.10 0.05
C -0.084 -1.961 2.954 -0.08 -0.03 0.07
H -2.503 3.169 -3.586 0.01 -0.04 0.00
C -0.159 -4.663 0.348 0.06 -0.06 -0.03
C -3.759 0.827 1.634 0.03 -0.02 0.05
H -3.027 1.266 2.304 -0.02 0.00 -0.04
H -0.124 -0.989 -2.325 0.00 -0.02 -0.01
H 1.731 -3.279 -2.123 -0.04 -0.01 0.02
H 6.075 4.117 0.263 -0.02 -0.01 0.01
C -3.351 0.149 0.488 0.20 0.30 0.32
H -3.957 -0.945 -1.281 -0.02 0.04 0.01
H -0.245 6.086 -0.991 0.02 -0.03 0.00
C 2.781 4.674 -0.356 0.04 0.15 -0.02
H 3.203 0.397 0.632 -0.03 -0.06 0.05
C -5.627 -0.326 -0.086 0.00 0.00 0.00
H 0.489 -7.341 -1.618 0.03 0.02 0.03
H 1.720 -5.623 -2.896 -0.03 0.00 0.03
S 0.603 1.472 2.342 -0.13 -0.22 -0.49
C 2.570 -2.537 3.563 0.02 0.07 -0.10
H -0.679 -6.734 0.478 0.00 0.00 -0.03
C -0.430 0.495 -3.841 0.05 -0.01 0.08
C -6.041 0.356 1.056 -0.01 -0.03 -0.04
H -1.118 -1.724 2.726 0.00 -0.06 0.01

---

2.
54
Properties=species:S:1:pos:R:3:forces:R:3 method="wB97M-V/def2-TZVPD" max_force_ev_per_a=0.91 gap_ev=8.7 total_charge=0 smiles="CCOc1ccccc1N1CCN(CC(=O)NC(=O)NCc2ccco2)CC1" lumo_ev=0.69 e_above_lowest_ev=2.609
H 1.976 3.934 5.195 0.04 0.03 0.12
H -4.531 -2.696 -3.986 -0.08 0.09 0.09
C 3.569 2.533 -0.659 -0.11 -0.06 0.00
C 2.875 2.467 0.551 0.19 0.19 0.14
H 1.876 1.176 2.548 -0.13 0.00 -0.05
C -5.682 -6.003 -2.409 -0.36 -0.38 0.73
C -0.597 -2.321 -1.296 0.09 0.08 0.08
H 0.676 -2.686 0.352 0.01 0.02 -0.06
H 3.105 2.181 -1.567 -0.07 -0.06 -0.04
O -0.644 -3.207 -2.124 0.17 -0.28 -0.17
N -1.643 -1.531 -0.945 -0.27 0.28 0.26
C 1.263 1.005 1.665 0.22 -0.43 0.21
H -5.815 -3.513 -0.315 0.00 0.22 0.15
C 1.879 3.973 3.050 -0.40 0.38 0.12
C 0.986 0.313 -1.072 -0.07 0.29 -0.05
C -2.976 -1.533 -1.415 0.46 -0.18 -0.15
H 2.029 0.174 -1.405 -0.08 -0.03 0.00
H 0.206 1.108 1.935 0.04 -0.05 0.06
C 4.829 3.445 1.610 -0.11 -0.08 0.07
H 0.787 2.827 4.507 -0.09 -0.09 0.05
H -6.483 -6.140 -0.387 -0.10 -0.19 0.11
C 0.786 1.736 -0.538 0.04 -0.08 -0.28
C -5.685 -4.194 -1.131 0.22 0.28 -0.58
H 0.455 4.566 4.542 -0.10 0.06 0.04
H 1.539 -2.242 -1.129 -0.15 -0.01 0.03
C 1.230 3.815 4.414 0.29 -0.04 -0.37
H 5.293 3.808 2.514 0.01 0.03 0.11
H 2.306 4.982 2.943 -0.03 -0.15 -0.03
H 0.327 0.143 -1.926 0.03 0.03 -0.03
N 0.652 -0.637 -0.020 0.14 -0.15 0.04
H -5.162 -1.781 -2.581 0.04 -0.16 -0.15
C -5.150 -3.901 -2.351 -0.30 0.47 0.72
H -0.268 1.852 -0.260 0.03 0.00 -0.10
O 2.921 3.012 2.938 0.28 -0.21 -0.28
C 5.507 3.467 0.404 0.03 0.03 -0.05
H 1.141 3.826 2.251 0.12 0.03 0.07
H -2.481 -3.066 -2.645 -0.01 0.16 0.12
C 4.858 3.027 -0.734 0.12 0.04 -0.02
C -4.563 -2.639 -2.895 -0.04 -0.11 0.06
C -6.033 -5.566 -1.170 0.12 -0.32 -0.45
H 2.572 -0.533 0.888 -0.05 -0.02 0.02
H 1.017 2.474 -1.306 -0.05 -0.01 0.02
C 3.529 2.975 1.693 0.06 0.08 0.11
H 6.518 3.838 0.354 0.09 0.04 0.00
N 1.566 1.995 0.650 -0.25 0.10 0.06
O -3.768 -0.749 -0.946 -0.36 0.29 0.25
H -1.433 -0.827 -0.242 -0.08 -0.11 -0.14
C 1.503 -0.413 1.137 -0.12 0.20 0.27
H 5.359 3.054 -1.691 0.03 0.00 -0.07
N -3.221 -2.419 -2.392 0.10 -0.29 -0.37
H 1.242 -1.138 1.911 0.04 -0.01 -0.01
O -5.144 -5.006 -3.129 0.22 0.19 -0.45
H -5.762 -6.962 -2.882 0.03 -0.08 -0.15
C 0.665 -2.003 -0.504 0.13 0.01 -0.03